[1]
{
  "formula": "C5H8N2",
  "method": "ωB97M-V with the def2-TZVPD basis set",
  "elements": ["H", "N", "C", "C", "C", "C", "N", "C", "H", "H", "H", "H", "H", "H", "H"],
  "xyz": [[-2.150, -0.906, -1.580], [-1.627, -0.621, -0.847], [-0.706, 0.145, -1.225], [-0.331, 0.412, -2.714], [0.180, 0.732, -0.213], [0.271, 0.249, 1.005], [0.165, 0.125, 2.226], [0.954, -0.685, 3.091], [-1.201, 0.523, -3.294], [0.255, 1.326, -2.607], [0.237, -0.367, -3.252], [0.737, 1.577, -0.473], [1.881, -0.261, 3.137], [0.931, -1.563, 2.601], [0.403, -0.686, 4.144]],
  "atomic_forces_ev_per_a": [[-2.1, -1.5, -3.0], [0.9, 0.9, 3.1], [1.3, -0.8, -1.1], [0.8, 0.2, 1.9], [-0.5, -1.1, -0.6], [-0.8, 0.8, 3.0], [-0.5, 1.3, -3.0], [-3.6, 1.6, 3.1], [-1.2, 0.6, -0.7], [0.0, 0.0, -1.0], [0.1, 0.1, 0.9], [1.0, 1.1, -0.2], [2.6, 0.8, 0.5], [0.5, -3.7, -0.7], [1.5, -0.3, -2.2]],
  "lowdin_charge": [-0.001, 0.144, -0.423, -0.027, -0.069, -0.080, 0.047, -0.094, 0.049, 0.062, 0.087, 0.080, 0.051, 0.042, 0.130],
  "lumo_ev": 0.725,
  "homo_lumo_gap_ev": 9.2
}

[2]
{
  "formula": "C5H8N2",
  "method": "ωB97M-V with the def2-TZVPD basis set",
  "elements": ["C", "C", "C", "C", "C", "N", "N", "H", "H", "H", "H", "H", "H", "H", "H"],
  "xyz": [[-1.603, 0.080, 1.013], [-0.407, 0.998, 0.799], [0.146, -1.270, 0.074], [0.767, 0.124, 0.456], [1.489, 0.775, -0.784], [-1.559, 0.150, -0.401], [-1.283, -1.054, 0.275], [-2.375, 0.297, 1.703], [0.382, -1.551, -1.069], [0.367, -2.019, 0.827], [1.363, 0.160, 1.279], [1.633, 1.813, -0.568], [1.008, 0.580, -1.655], [2.402, 0.448, -0.997], [-2.331, 0.467, -0.952]],
  "atomic_forces_ev_per_a": [[3.6, 2.5, 1.0], [-1.5, 0.0, 0.1], [0.7, 0.4, -0.5], [-1.9, 0.3, -4.5], [-1.8, 1.0, 4.0], [1.0, 2.3, -0.1], [-1.8, -3.5, -2.1], [-1.0, -0.5, 0.1], [-0.7, 0.3, 2.9], [0.6, -0.5, -0.4], [1.9, -0.3, 2.5], [-0.4, 0.8, -0.2], [-2.3, -0.1, -2.5], [4.3, -2.0, -0.2], [-0.8, -0.8, -0.1]],
  "lowdin_charge": [-0.287, 0.064, -0.122, -0.346, -0.063, 0.060, -0.053, 0.122, 0.163, 0.103, 0.092, 0.071, 0.035, 0.020, 0.141],
  "lumo_ev": 1.023,
  "homo_lumo_gap_ev": 9.0
}

[3]
{
  "formula": "C5H8N2",
  "method": "ωB97M-V with the def2-TZVPD basis set",
  "elements": ["C", "C", "C", "N", "C", "C", "N", "H", "H", "H", "H", "H", "H", "H", "H"],
  "xyz": [[1.436, -1.492, 0.020], [0.582, -0.226, 0.106], [-0.322, -0.136, -1.119], [-0.532, -0.344, 0.966], [-1.013, 0.960, 1.074], [-1.151, 1.658, -0.367], [-1.567, 2.545, -1.000], [0.811, -2.369, -0.179], [1.948, -1.646, 0.974], [2.190, -1.402, -0.768], [1.223, 0.663, 0.246], [-1.393, -0.277, -1.022], [0.056, -0.618, -2.031], [-1.988, 1.042, 1.560], [-0.280, 1.642, 1.541]],
  "atomic_forces_ev_per_a": [[0.0, 0.0, 0.2], [0.0, -0.6, -0.8], [0.4, -0.5, -0.9], [0.3, -0.1, 0.9], [-0.5, 1.0, -0.5], [-0.5, 0.7, 0.7], [0.4, -0.6, 0.2], [0.1, 0.1, 0.0], [0.0, 0.0, -0.1], [-0.1, 0.0, 0.1], [-0.2, -0.1, 0.0], [0.2, -0.1, 0.1], [0.0, 0.3, 0.1], [0.2, 0.0, -0.1], [-0.1, -0.2, 0.1]],
  "lowdin_charge": [-0.057, -0.502, 0.081, 0.042, -0.212, -0.296, 0.141, 0.083, 0.079, 0.081, 0.143, 0.081, 0.092, 0.116, 0.129],
  "lumo_ev": [-0.727, -0.748],
  "homo_lumo_gap_ev": [8.0, 8.8]
}

[4]
{
  "formula": "C5H8N2",
  "method": "ωB97M-V with the def2-TZVPD basis set",
  "elements": ["N", "C", "C", "N", "C", "C", "C", "H", "H", "H", "H", "H", "H", "H", "H"],
  "xyz": [[1.055, 2.201, 1.539], [0.974, 1.162, 1.035], [0.908, -0.164, 0.363], [2.091, -0.440, -0.444], [-0.343, -0.285, -0.515], [-1.562, 0.568, -0.319], [-1.613, -0.896, 0.006], [0.875, -0.919, 1.159], [2.925, -0.448, 0.135], [2.216, 0.294, -1.136], [-0.080, -0.531, -1.540], [-1.562, 1.268, 0.513], [-2.072, 0.928, -1.207], [-2.167, -1.564, -0.648], [-1.644, -1.174, 1.058]],
  "atomic_forces_ev_per_a": [[-0.1, -1.0, -0.5], [0.1, 0.8, 0.4], [-0.1, 0.0, 0.1], [0.1, 0.1, 0.0], [0.1, 0.0, -0.1], [-0.1, 0.2, 0.0], [-0.1, -0.2, 0.1], [0.0, 0.1, -0.1], [-0.1, 0.0, -0.1], [0.0, -0.1, 0.1], [0.0, 0.0, 0.1], [0.0, -0.1, -0.1], [0.1, -0.1, 0.1], [0.1, 0.1, 0.1], [0.0, 0.1, -0.2]],
  "lowdin_charge": [0.147, -0.182, -0.362, 0.039, -0.262, -0.118, -0.113, 0.146, 0.081, 0.086, 0.135, 0.097, 0.102, 0.100, 0.105],
  "lumo_ev": 0.967,
  "homo_lumo_gap_ev": 11.3
}

[5]
{
  "formula": "C5H8N2",
  "method": "ωB97M-V with the def2-TZVPD basis set",
  "elements": ["C", "C", "N", "C", "C", "C", "N", "H", "H", "H", "H", "H", "H", "H", "H"],
  "xyz": [[0.774, 0.014, 0.270], [2.094, -0.134, -0.436], [-0.232, -1.044, 0.248], [-1.291, -0.137, -0.031], [-0.305, 1.016, -0.178], [-2.597, -0.303, -0.150], [0.270, 1.460, 1.021], [-0.295, -1.684, 1.031], [0.836, 0.411, 1.514], [-0.220, 1.622, -1.077], [1.936, -0.498, -1.451], [2.593, 0.833, -0.486], [2.740, -0.834, 0.095], [-3.072, -1.257, 0.034], [-3.230, 0.534, -0.403]],
  "atomic_forces_ev_per_a": [[0.0, 0.1, -1.3], [0.0, 0.1, 0.2], [0.0, 0.1, 0.4], [-0.3, 0.0, -0.3], [0.4, -0.8, 0.5], [0.1, 0.0, 0.1], [0.4, -0.5, 1.1], [-0.1, 0.0, 0.0], [-0.7, 1.1, -1.0], [0.2, -0.1, 0.1], [0.0, -0.1, 0.1], [0.0, 0.0, 0.1], [0.1, 0.0, -0.1], [0.0, 0.0, 0.0], [0.0, 0.0, -0.1]],
  "lowdin_charge": [-0.416, -0.026, 0.089, -0.305, -0.272, 0.052, 0.080, 0.127, 0.176, 0.147, 0.082, 0.085, 0.075, 0.053, 0.054],
  "lumo_ev": 0.864,
  "homo_lumo_gap_ev": 9.2
}

[6]
{
  "formula": "C5H8N2",
  "method": "ωB97M-V with the def2-TZVPD basis set",
  "elements": ["C", "N", "C", "C", "C", "C", "N", "H", "H", "H", "H", "H", "H", "H", "H"],
  "xyz": [[-1.040, -0.941, 0.760], [-0.270, -0.706, -0.483], [1.028, -1.241, -0.252], [1.894, -0.237, -0.005], [1.180, 1.017, -0.153], [-0.084, 0.693, -0.533], [-1.167, 1.470, -0.897], [-2.044, -0.512, 0.688], [-1.122, -2.010, 0.967], [-0.482, -0.424, 1.559], [1.162, -2.316, -0.255], [2.946, -0.346, 0.232], [1.567, 2.011, 0.017], [-2.046, 0.986, -0.996], [-1.240, 2.385, -0.483]],
  "atomic_forces_ev_per_a": [[-0.3, -0.1, 0.1], [0.2, 0.2, -0.1], [0.2, 0.0, 0.1], [0.0, -0.1, -0.1], [0.0, 0.1, -0.2], [0.1, 0.1, 0.2], [0.0, 0.0, 0.1], [0.1, -0.1, 0.0], [0.0, 0.2, -0.1], [-0.3, -0.4, 0.1], [0.0, 0.2, 0.1], [-0.1, 0.0, -0.1], [0.0, -0.1, -0.2], [0.1, 0.0, 0.0], [0.0, -0.1, 0.0]],
  "lowdin_charge": [-0.070, -0.107, -0.147, -0.088, -0.049, -0.407, 0.126, 0.074, 0.086, 0.103, 0.109, 0.095, 0.095, 0.086, 0.094],
  "lumo_ev": 1.060,
  "homo_lumo_gap_ev": 8.6
}

[7]
{
  "formula": "C5H8N2",
  "method": "ωB97M-V with the def2-TZVPD basis set",
  "elements": ["C", "C", "C", "N", "C", "C", "N", "H", "H", "H", "H", "H", "H", "H", "H"],
  "xyz": [[1.029, -1.137, -0.155], [0.141, 0.082, -0.237], [0.767, 1.324, -0.835], [-1.250, -0.002, -0.656], [-0.949, 0.375, 0.742], [-1.502, -0.510, 1.745], [-2.123, -1.163, 2.472], [1.962, -0.879, 0.359], [1.287, -1.476, -1.166], [0.562, -1.966, 0.388], [1.057, 1.124, -1.872], [0.016, 2.119, -0.867], [1.639, 1.661, -0.267], [-1.559, -0.974, -0.656], [-1.075, 1.423, 1.005]],
  "atomic_forces_ev_per_a": [[-0.1, 0.0, 0.0], [0.2, 0.1, 0.0], [0.1, 0.0, 0.0], [-0.2, -0.2, -0.1], [-0.1, 0.1, 0.1], [-0.4, -0.6, 0.5], [0.8, 0.5, -0.6], [-0.2, -0.1, -0.1], [-0.1, 0.0, 0.2], [0.0, 0.1, -0.1], [0.1, 0.0, 0.1], [0.2, -0.1, 0.0], [-0.1, 0.0, -0.1], [0.0, 0.1, 0.0], [-0.2, -0.1, -0.1]],
  "lowdin_charge": [-0.019, -0.534, -0.035, 0.099, -0.243, -0.179, 0.148, 0.088, 0.088, 0.083, 0.088, 0.084, 0.086, 0.107, 0.139],
  "lumo_ev": 0.860,
  "homo_lumo_gap_ev": 10.8
}

[8]
{
  "formula": "C5H8N2",
  "method": "ωB97M-V with the def2-TZVPD basis set",
  "elements": ["C", "C", "C", "C", "N", "C", "N", "H", "H", "H", "H", "H", "H", "H", "H"],
  "xyz": [[-1.653, 0.926, -1.501], [-0.686, 0.286, -0.560], [0.119, 0.847, 0.400], [0.923, -0.183, 0.962], [1.943, 0.058, 1.929], [0.564, -1.357, 0.338], [-0.410, -1.059, -0.583], [-2.676, 0.546, -1.396], [-1.679, 2.002, -1.313], [-1.354, 0.787, -2.547], [0.148, 1.890, 0.683], [2.850, -0.212, 1.572], [1.789, -0.447, 2.788], [0.926, -2.368, 0.465], [-0.803, -1.717, -1.236]],
  "atomic_forces_ev_per_a": [[-0.1, 0.1, -0.1], [0.0, 0.0, 0.0], [0.0, 0.1, 0.0], [-0.2, -0.1, -0.3], [0.1, -0.1, 0.0], [0.2, 0.0, 0.1], [-0.1, 0.1, -0.1], [0.2, 0.0, 0.0], [0.0, -0.1, 0.0], [0.0, 0.0, 0.1], [0.0, -0.1, -0.1], [0.0, 0.0, 0.0], [-0.1, -0.1, 0.1], [0.0, 0.2, 0.0], [0.0, 0.1, 0.1]],
  "lowdin_charge": [-0.043, -0.336, -0.013, -0.348, 0.052, -0.080, 0.043, 0.075, 0.077, 0.076, 0.108, 0.068, 0.065, 0.109, 0.150],
  "lumo_ev": 1.035,
  "homo_lumo_gap_ev": 8.9
}

[9]
{
  "formula": "C5H8N2",
  "method": "ωB97M-V with the def2-TZVPD basis set",
  "elements": ["C", "N", "C", "C", "C", "C", "N", "H", "H", "H", "H", "H", "H", "H", "H"],
  "xyz": [[-1.585, -1.619, 0.101], [-0.654, -0.553, -0.088], [0.803, -0.767, -0.304], [1.451, 0.623, -0.415], [1.026, 1.799, 0.157], [-0.384, 1.757, 0.660], [-1.054, 0.619, 0.608], [-1.625, -1.896, -1.107], [-2.530, -1.071, 0.484], [-1.168, -2.505, 0.733], [1.326, -1.232, 0.444], [1.066, -1.208, -1.435], [2.455, 0.593, -0.893], [1.901, 2.678, 0.089], [-1.029, 2.781, 0.966]],
  "atomic_forces_ev_per_a": [[-0.1, -0.7, -2.7], [2.0, 3.2, 2.0], [-1.4, 2.7, -5.0], [0.6, 1.2, 0.8], [2.1, -0.5, -1.6], [-1.2, 0.2, 0.1], [0.4, 1.3, -0.7], [-0.9, -0.5, 3.2], [1.4, -1.6, -0.7], [-1.0, 1.5, -0.9], [1.0, -2.0, 1.9], [-1.1, 0.3, 3.1], [-0.7, 0.1, 0.5], [-3.2, -2.0, 0.4], [2.0, -3.2, -0.5]],
  "lowdin_charge": [-0.112, -0.269, -0.158, -0.124, -0.114, -0.190, 0.020, 0.130, 0.099, 0.093, 0.067, 0.166, 0.095, 0.149, 0.148],
  "lumo_ev": 0.819,
  "homo_lumo_gap_ev": 8.6
}

[10]
{
  "formula": "C5H8N2",
  "method": "ωB97M-V with the def2-TZVPD basis set",
  "elements": ["C", "N", "C", "C", "C", "N", "C", "H", "H", "H", "H", "H", "H", "H", "H"],
  "xyz": [[2.130, 0.415, 0.165], [0.924, -0.281, -0.392], [0.413, -1.423, -0.005], [-0.926, -1.211, 0.196], [-1.200, 0.155, -0.020], [-2.411, 0.814, 0.146], [-0.011, 0.736, -0.345], [2.885, -0.332, -0.037], [2.304, 1.359, -0.325], [2.100, 0.514, 1.242], [1.002, -2.323, 0.084], [-1.642, -1.975, 0.461], [-3.182, 0.179, -0.034], [-2.546, 1.626, -0.446], [0.158, 1.747, -0.688]],
  "atomic_forces_ev_per_a": [[0.7, -3.0, -0.6], [2.6, 5.5, 0.0], [-1.3, -1.7, 0.8], [-0.6, -1.2, 0.4], [0.4, 0.7, -0.1], [-1.2, -0.3, -0.1], [-2.0, -0.6, -0.8], [1.1, 0.4, 0.0], [0.1, 0.0, -0.2], [-0.4, 0.2, 0.3], [0.0, 0.1, 0.1], [0.0, 0.0, -0.1], [0.0, 0.2, 0.2], [0.3, -0.1, 0.1], [0.3, -0.2, 0.2]],
  "lowdin_charge": [-0.030, -0.166, -0.138, -0.036, -0.357, 0.076, -0.098, 0.077, 0.080, 0.089, 0.120, 0.097, 0.082, 0.084, 0.120],
  "lumo_ev": 1.131,
  "homo_lumo_gap_ev": 8.8
}